Below is C2H2FN3O in the gas phase in a non-equilibrium geometry, with properties calculated with ωB97M-V with the def2-TZVPD basis set.

Summary:
HOMO = -9.83 eV
SMILES = O=c1cn[nH]n1F
LUMO = -0.56 eV
E = -11337.1012 eV
frontier orbital gap = 9.27 eV
relative energy (zero: lowest compared OMol25 entry of this formula, charge and spin) = 3.437 eV

Each line ends with the natural charge from an NBO analysis.
Element x y z (Å)
F 2.65759 -1.30548 0.18553  -0.19
O 2.35203 1.68064 -0.02534  -0.53
N 1.58391 -0.44580 -0.27057  0.07
N 0.34997 -1.07675 0.07072  -0.25
N -0.62406 -0.19275 0.24355  -0.15
C 1.40110 0.92694 -0.04967  0.54
C -0.09647 1.01462 0.22648  -0.13
H 0.20421 -1.89547 -0.48776  0.40
H -0.70476 1.93570 0.63863  0.25

Cartesian forces (eV/Å) of the 3 atoms listed first:
F -1.553 2.238 -0.354
O -1.412 0.106 -0.072
N -1.555 -2.738 -0.187